Record 1
Below is 5 unconnected molecules or ions with the total composition C10H30O5S2 at a distorted geometry, with properties calculated with ωB97M-V/def2-TZVPD.

Geometry (Å):
1 C 0.9029 -0.4041 0.2186
2 C 0.0745 0.8909 -0.3082
3 O -0.5986 1.4911 0.6806
4 H 1.7377 0.0260 0.7775
5 H 1.1825 -1.0743 -0.5005
6 H 0.3333 -0.7903 0.9038
7 H -0.6873 0.5055 -0.9300
8 H 0.5853 1.5269 -0.8760
9 H -1.2733 1.1137 1.2014
10 C 1.8631 1.8849 -3.6129
11 C 0.7786 2.9119 -4.1051
12 O -0.2516 1.9699 -4.4158
13 H 2.8038 2.4631 -3.3654
14 H 2.2705 1.1785 -4.4468
15 H 1.6027 1.3377 -2.6839
16 H 0.9727 3.2977 -5.0378
17 H 0.4810 3.6120 -3.3561
18 H -0.0553 1.4321 -5.0538
19 C 4.8163 -0.7549 2.7689
20 C 5.6529 0.4114 3.1661
21 O 4.7687 1.5303 3.3461
22 H 5.4333 -1.7155 2.3973
23 H 4.2291 -0.4786 1.8729
24 H 4.1480 -1.0802 3.5048
25 H 6.4963 0.7929 2.5396
26 H 6.5020 0.0467 3.8896
27 H 5.2643 2.3786 3.4214
28 C -2.8811 -0.8458 4.5099
29 S -3.1547 -0.9010 2.7978
30 O -2.2417 0.2241 2.2693
31 C -2.5648 -2.5048 2.4064
32 H -3.1375 -1.8173 4.9663
33 H -3.1788 0.0083 5.1078
34 H -1.7700 -0.6895 4.7053
35 H -1.5619 -2.3562 2.6960
36 H -2.4152 -2.5381 1.3183
37 H -2.9371 -3.3890 2.9196
38 C -3.6960 -0.6590 -1.2538
39 S -3.8054 -1.9344 -2.5132
40 O -5.2937 -1.8993 -2.9858
41 C -2.8229 -1.1513 -3.8080
42 H -4.2124 0.2337 -1.4890
43 H -2.6865 -0.3110 -1.2553
44 H -3.8799 -1.0492 -0.3077
45 H -3.2401 -0.3588 -4.3440
46 H -2.6211 -1.8705 -4.3596
47 H -1.9325 -0.6949 -3.3764

Forces on the atoms, in the same order (eV/Å):
C 1.8461 6.2429 -1.7481
C -1.6579 -6.0227 1.8030
O 1.5616 4.3025 1.2533
H 0.3871 -0.3245 -0.2435
H 0.8365 -1.6050 -1.9489
H -3.4446 -2.5712 3.7114
H -0.7201 -0.9287 -1.6685
H 2.5093 2.8649 -1.7794
H -1.0615 -1.7651 0.3926
C 2.8551 1.5010 -0.5064
C 0.6311 -5.1987 0.7711
O -4.4186 5.1332 6.3016
H -0.6972 -0.5282 0.0266
H -1.3045 1.0696 1.3493
H -0.2141 0.2939 -0.9130
H 1.3117 1.8379 -1.6937
H -0.4189 0.2941 0.3286
H 2.2699 -4.4694 -5.7130
C 1.7187 -1.7065 -3.6153
C 3.2445 0.6126 0.2061
O 0.8202 0.2093 1.0739
H -1.0347 2.2276 1.0812
H 0.0604 -0.1098 0.4408
H -0.8545 -0.2975 1.3395
H -1.2006 -0.6532 -1.3249
H -2.3768 0.8751 0.8543
H -0.3811 -1.1632 -0.0597
C 2.8405 -0.9053 2.1309
S -1.8676 3.4613 -1.0226
O -0.9276 -2.4201 0.5913
C 1.7457 0.2111 -0.6812
H -0.2143 0.5529 -0.0153
H -1.2959 0.1193 -0.6171
H -0.8185 -0.7232 -0.7520
H 1.7409 -0.4741 0.6756
H -0.9110 -0.3540 0.1878
H -0.5782 0.3354 -0.2654
C 1.3905 0.0718 -1.3943
S -3.2889 0.9744 -0.7081
O 2.7048 -0.3706 0.7484
C -0.7109 5.3944 5.8605
H -1.2858 0.5310 -0.3222
H 1.0883 -0.0554 0.1662
H -0.8019 -0.6463 1.5448
H -1.5213 1.0893 -0.6337
H 2.1721 -6.4673 -5.4152
H 0.2719 -0.4455 0.2026

net charge	0
HOMO-LUMO gap	0.33776	Eh
maximum force	9.251	eV Å⁻¹
ΔE to the lowest compared entry with this formula, charge and spin	0.00	kJ/mol
DFT total energy	-1571.278977	a.u.



Record 2
Below is a molecular structure, C10H31B2CuNO8V2 at a distorted geometry, with properties calculated with ωB97M-V/def2-TZVPD.

Geometry (Å):
1 O -1.5354 2.3967 3.7906
2 V -0.3087 2.3989 2.7226
3 O 1.4535 3.6245 -1.3600
4 V 0.1497 3.6311 -0.3622
5 Cu 0.7400 -0.3730 -0.2996
6 C -1.3329 1.4164 0.3676
7 O -0.4843 1.5200 -0.5074
8 O -0.8600 0.8131 1.3534
9 O -1.5714 2.5459 0.7274
10 B -1.2701 4.6977 -1.8314
11 H -1.1326 3.7137 -2.2523
12 H -1.7336 4.6561 -0.8579
13 H -0.3364 5.2068 -1.6492
14 H -1.9263 5.2209 -2.5095
15 B 1.0883 1.1890 3.9782
16 H 0.1035 0.7770 3.8210
17 H 1.7685 0.5029 4.4586
18 H 1.5546 1.4484 3.0403
19 H 1.0329 2.0744 4.5924
20 C 3.7046 1.2009 -0.2637
21 O 2.8976 0.3311 -0.9871
22 C 3.1209 0.4202 -2.4326
23 C 2.1745 -0.5253 -3.2276
24 N 0.7861 -0.3096 -2.8437
25 C -0.2539 -1.3037 -3.2621
26 C -0.0803 -2.6203 -2.6624
27 O -0.2551 -2.6480 -1.2369
28 C -0.4418 -3.9002 -0.7338
29 H 4.7487 0.9533 -0.0722
30 H 3.2567 1.0575 0.7197
31 H 3.6719 2.2653 -0.4965
32 H 4.1689 0.1420 -2.5438
33 H 3.1088 1.4365 -2.8264
34 H 2.5460 -1.5481 -3.1633
35 H 2.4359 -0.2484 -4.2489
36 H 0.5002 0.6168 -3.1268
37 H -0.3769 -1.3338 -4.3448
38 H -1.1752 -0.8527 -2.8934
39 H 0.8130 -3.1636 -2.9705
40 H -0.8836 -3.1022 -3.2196
41 H 0.1132 -4.6428 -1.3070
42 H -1.4753 -4.1313 -0.9919
43 H -0.2819 -3.9607 0.3427
44 C -3.3596 -2.2445 1.7598
45 C -2.7640 -1.6668 2.9987
46 C -1.1923 -1.9677 3.3439
47 O -2.7523 -0.2981 2.8248
48 H -4.3041 -1.7460 1.5420
49 H -3.4670 -3.3167 1.9240
50 H -2.6325 -2.0176 0.9800
51 H -3.3434 -1.9116 3.8889
52 H -0.5268 -1.7518 2.5080
53 H -1.1640 -3.0442 3.5128
54 H -0.6658 -1.4029 4.1132
55 H -2.0504 -0.2249 2.1740

Forces on the atoms, in the same order (eV/Å):
O 3.5909 1.0170 -3.6557
V -5.4271 -4.4172 4.8192
O -2.9893 -0.7588 3.8013
V -0.5937 0.3740 -7.2925
Cu -0.3371 0.5832 -1.6016
C 5.8365 2.3807 4.2745
O 4.5141 -2.9832 -9.9828
O 0.4004 -6.7199 4.2805
O -5.3363 9.8447 2.6141
B 0.5471 -0.1698 1.4708
H 1.0188 -4.3573 -1.4492
H -2.2059 -0.4743 4.2033
H 4.2452 2.3827 0.4119
H -2.0322 1.8277 -2.3008
B 0.1108 0.5485 -0.0090
H -4.0359 -1.6921 -0.7523
H 2.0183 -2.4843 1.4298
H 2.0474 1.3227 -4.7483
H -0.4950 3.8180 2.2492
C 0.1153 0.7036 2.8791
O -1.3549 -0.5321 -2.4528
C 0.4634 -0.7016 0.5491
C 1.8754 0.6127 1.1659
N 0.3666 -0.8754 -0.6738
C 0.2353 2.3081 1.3247
C -0.4746 -1.5674 -0.1291
O 1.5301 4.1392 -1.4825
C -1.4352 -2.5535 -0.1294
H 0.1305 -0.6512 -0.8790
H 0.2544 0.5942 0.4902
H -0.3999 -0.0970 -0.6387
H -0.0380 -0.4710 -0.4638
H -0.6811 0.3318 0.4644
H -0.6692 -0.1700 0.4846
H -0.7884 0.1674 -0.5217
H -0.1719 0.6038 0.4367
H 0.5029 -0.0626 -0.2124
H -0.2435 -0.1372 0.0188
H 0.3107 0.1378 0.2090
H -0.4170 -1.0066 0.6348
H 0.5962 -0.0819 0.4145
H -0.3435 -0.4610 0.6096
H 0.1231 0.1491 -0.2287
C 0.6684 -0.9445 0.3808
C 2.3612 0.2450 1.8697
C -1.6860 -1.4959 -0.8924
O -0.5249 1.9071 -0.1067
H 0.0330 -0.2223 0.0922
H -0.2234 -0.1179 -0.6261
H -0.0971 -0.3037 -0.5703
H -0.0490 0.0137 -0.0022
H -0.2372 -0.1259 -0.8808
H 0.6307 -0.0393 0.3134
H -1.0477 -0.0631 0.6183
H -0.1914 0.7250 0.1722

net charge	+2
HOMO-LUMO gap (spin up / spin down)	0.16647 / 0.11580	Eh
maximum force	11.499	eV Å⁻¹
multiplicity	4
DFT total energy	-4633.308844	a.u.



Record 3
Below is a molecular structure, C10H31Cl2O7P2ReSbSi3 at a distorted geometry, with properties calculated with ωB97M-V/def2-TZVPD.

Geometry (Å):
1 Re 0.1260 -0.7525 2.1601
2 Cl -0.0327 -0.9308 4.5804
3 C 0.8179 -2.1376 3.6023
4 Cl 0.0689 -2.8263 0.9014
5 H 0.3449 -3.1089 3.6916
6 H 1.8824 -2.1238 3.8128
7 O -0.5755 3.5191 3.0167
8 P -0.2785 2.0887 3.5738
9 O -0.8094 1.8169 4.8904
10 O -0.6619 1.0733 2.4049
11 O 1.3654 1.9127 3.5056
12 P 2.1332 1.4471 2.2002
13 O 3.5547 2.0383 2.3087
14 O 1.4951 2.0367 0.9339
15 O 2.0378 -0.0928 2.1563
16 H -0.0270 3.8401 2.2870
17 H 4.0105 2.0192 3.1656
18 C -0.8390 3.9746 -0.6276
19 Si -1.5915 2.2992 -0.9325
20 C -3.0683 1.8702 0.1011
21 C -1.8001 1.9011 -2.7335
22 Sb 0.3337 0.6540 -0.1871
23 Si 2.3900 -0.0667 -1.6926
24 C 2.8273 -1.7841 -1.1485
25 C 3.6707 1.2103 -1.2989
26 C 1.7472 0.0276 -3.4313
27 Si -1.7685 -3.1676 -0.4481
28 C -3.1514 -2.9394 0.7415
29 C -1.4024 -4.8798 -0.9945
30 C -1.5629 -1.8333 -1.7160
31 H -0.9373 4.5754 -1.5344
32 H 0.2220 3.9435 -0.3762
33 H -1.3664 4.4941 0.1752
34 H -3.7049 2.7556 0.1850
35 H -2.8152 1.5586 1.1136
36 H -3.6582 1.0873 -0.3796
37 H -2.5052 2.6124 -3.1748
38 H -2.2094 0.9030 -2.8929
39 H -0.8665 1.9895 -3.2912
40 H 2.8422 -1.8834 -0.0624
41 H 3.8363 -2.0143 -1.5036
42 H 2.1518 -2.5309 -1.5675
43 H 4.1322 1.0610 -0.3219
44 H 3.2763 2.2256 -1.3446
45 H 4.4644 1.1269 -2.0477
46 H 0.9168 -0.6610 -3.6009
47 H 2.5293 -0.2280 -4.1511
48 H 1.4130 1.0404 -3.6648
49 H -2.9667 -3.4651 1.6794
50 H -4.0672 -3.3586 0.3145
51 H -3.3365 -1.8838 0.9519
52 H -0.9894 -5.4913 -0.1915
53 H -0.7097 -4.8933 -1.8368
54 H -2.3373 -5.3505 -1.3128
55 H -2.1494 -0.9488 -1.4616
56 H -1.8930 -2.1879 -2.6960
57 H -0.5088 -1.5618 -1.8313

Forces on the atoms, in the same order (eV/Å):
Re -1.2306 0.3373 -0.3904
Cl 0.2303 -0.3119 -0.0166
C -0.0569 0.1254 -0.1575
Cl -0.0700 -0.2691 -0.1071
H 0.0134 -0.0082 0.0122
H -0.0024 0.0113 0.0199
O 0.1221 0.0377 -0.0745
P -0.1284 -0.3483 -0.2517
O 0.0358 -0.0057 -0.0288
O 0.0716 -0.1443 0.7437
O 0.1547 0.5068 -0.2356
P -0.5720 0.0505 -0.0224
O 0.2063 -0.3510 0.0335
O 0.0660 -0.1822 0.1065
O 0.8386 0.6228 0.5323
H -0.0518 -0.0355 0.0064
H -0.0299 -0.0025 -0.0546
C 0.0207 0.0520 0.0834
Si 0.1251 0.0515 -0.0907
C -0.0710 -0.0123 0.0006
C -0.0212 0.0207 -0.0613
Sb 0.2376 -0.3078 -0.1033
Si -0.1140 0.0783 -0.1468
C 0.0727 -0.0340 0.0551
C 0.0766 0.0339 0.0226
C -0.0460 0.0451 -0.0530
Si 0.2911 0.0279 0.2756
C -0.0551 0.0272 0.0195
C 0.0151 -0.0359 -0.0513
C -0.0047 0.0572 -0.0693
H -0.0180 0.0223 0.0218
H 0.0081 -0.0094 -0.0313
H -0.0177 -0.0026 -0.0107
H -0.0228 -0.0192 -0.0335
H 0.0339 0.0276 0.0075
H -0.0177 -0.0126 0.0406
H -0.0100 -0.0028 0.0387
H 0.0153 -0.0029 -0.0295
H -0.0046 0.0065 0.0174
H 0.0053 -0.0029 0.0056
H -0.0269 -0.0046 -0.0463
H -0.0072 -0.0221 0.0303
H -0.0283 -0.0020 0.0076
H 0.0170 0.0078 -0.0168
H -0.0025 0.0023 0.0044
H -0.0060 0.0320 -0.0213
H 0.0375 -0.0179 0.0647
H -0.0055 -0.0227 -0.0343
H -0.0061 -0.0277 -0.0153
H -0.0109 0.0445 -0.0060
H -0.0114 -0.0017 0.0278
H -0.0266 0.0101 0.0185
H 0.0083 -0.0267 0.0128
H 0.0190 0.0043 -0.0394
H 0.0009 0.0154 0.0004
H -0.0554 0.0235 0.0147
H 0.0086 -0.0554 -0.0247

net charge	+2
HOMO-LUMO gap (spin up / spin down)	0.28769 / 0.27991	Eh
maximum force	1.334	eV Å⁻¹
ΔE to the lowest compared entry with this formula, charge and spin	0.00	kJ/mol
multiplicity	2
DFT total energy	-3716.212181	a.u.



Record 4
Below is a molecular structure, C10H31CoN6O5 at a distorted geometry, with properties calculated with ωB97M-V/def2-TZVPD.

Geometry (Å):
1 Co -26.5422 4.7458 -5.3414
2 O -24.6819 5.9695 -3.7870
3 H -24.0796 6.7369 -3.8402
4 C -30.5334 7.6006 -5.8888
5 C -29.2644 8.2924 -5.5786
6 C -29.5521 9.6175 -4.9062
7 O -30.1353 9.4574 -3.5487
8 C -30.3501 10.7981 -2.9337
9 N -28.5977 7.4020 -4.6403
10 H -30.4639 6.5419 -6.1390
11 H -31.0809 8.2793 -6.5428
12 H -31.2552 7.6581 -5.0741
13 H -28.7388 8.5448 -6.4996
14 H -30.0575 10.3679 -5.5141
15 H -28.5968 10.0370 -4.5906
16 H -31.3562 11.1818 -3.1027
17 H -29.6689 11.5522 -3.3280
18 H -30.1093 10.8209 -1.8709
19 H -29.4199 7.2415 -4.0760
20 H -28.0549 7.8945 -3.9454
21 C -29.4163 1.4020 -2.7205
22 C -28.6195 1.8138 -3.9779
23 C -29.4710 2.2003 -5.2805
24 O -28.7943 3.0976 -6.1380
25 C -29.2780 2.8988 -7.5529
26 N -27.8377 2.9822 -3.6217
27 H -28.7467 1.2363 -1.8765
28 H -30.1292 0.5775 -2.7267
29 H -30.1159 2.1898 -2.4411
30 H -27.7947 1.1757 -4.2950
31 H -30.3741 2.7638 -5.0462
32 H -29.8129 1.2952 -5.7824
33 H -30.3590 2.8634 -7.4180
34 H -29.0885 1.9568 -8.0674
35 H -29.1875 3.7800 -8.1881
36 H -28.5022 3.5664 -3.1346
37 H -27.3722 2.7770 -2.7492
38 C -25.3774 5.8796 -9.4125
39 O -26.0272 5.8211 -8.3923
40 N -25.8874 5.5664 -10.5682
41 N -24.2679 6.3583 -9.6109
42 H -25.3030 5.2458 -11.3270
43 H -26.8867 5.6313 -10.6994
44 H -23.8462 6.0977 -10.4909
45 H -23.7645 6.8839 -8.9106
46 C -24.1290 1.9212 -7.4805
47 O -24.5245 2.6432 -6.5972
48 N -23.1540 2.1630 -8.1568
49 N -24.7068 0.8598 -7.8927
50 H -22.7974 1.3312 -8.6052
51 H -22.6144 3.0022 -7.9995
52 H -25.6035 0.6466 -7.4796
53 H -24.2519 0.1538 -8.4538

Forces on the atoms, in the same order (eV/Å):
Co 1.2278 0.4508 1.5621
O -1.5586 -1.1166 -0.9818
H -0.6461 -0.4169 -0.5562
C -2.1377 0.6340 -0.4057
C -0.2899 0.6153 0.5386
C 0.8988 0.7874 2.3775
O -0.6029 1.6291 -0.5952
C 0.5035 -0.7259 -0.6293
N 0.3834 -0.6520 0.3868
H 0.1141 0.2857 -0.6581
H -0.0343 -0.7424 -1.1000
H 0.4112 -0.2119 0.7947
H 0.5026 -0.3520 0.0977
H -0.4303 -0.2392 -0.0466
H 0.4678 0.3321 -0.8173
H -0.1184 -0.3766 -0.0248
H 0.2033 -0.1808 -0.4958
H -0.2872 -0.7636 0.0270
H 0.0106 -1.0315 0.6455
H 0.8159 0.3956 -0.2554
C -0.5886 -0.1269 -0.2922
C -0.2681 0.2458 -1.5762
C -0.2112 -0.0853 1.5410
O 1.3654 -0.5038 -2.7574
C -1.8329 0.6098 1.6403
N 0.1449 2.2313 0.8393
H 0.0901 -0.0190 -0.0900
H 0.5055 -0.5384 -0.6911
H 0.3066 0.6159 -0.0263
H -0.6684 -1.0521 0.0049
H -0.3447 -0.2765 0.7787
H 0.3485 -0.1296 -0.1299
H -0.3340 -0.0405 -0.0700
H 1.0552 0.0136 0.4447
H 1.0210 -0.0307 0.3772
H -0.6646 1.1977 -0.5250
H 1.3188 -0.6200 -0.1099
C -5.8241 -1.3685 1.7589
O -0.9684 0.1148 2.5409
N -3.4182 -2.4757 -4.3456
N 9.5400 3.3434 0.2244
H -0.5585 0.3409 -0.0467
H 0.3151 -0.5986 0.0475
H 0.4993 0.9782 0.4157
H 0.2281 -0.5498 -0.0658
C -4.6587 1.1248 4.2691
O -2.0080 1.9601 2.4144
N 9.4408 2.3187 -5.5152
N -4.4020 -5.3931 -0.4515
H 0.9477 1.0335 -0.5618
H 0.2518 -0.5029 0.0314
H 0.3566 -0.3586 -0.0440
H -0.4185 0.2208 0.1064

net charge	+1
HOMO-LUMO gap (spin up / spin down)	0.28200 / 0.20520	Eh
maximum force	11.177	eV Å⁻¹
ΔE to the lowest compared entry with this formula, charge and spin	1086.58	kJ/mol
multiplicity	4
DFT total energy	-2486.618302	a.u.